[1]
Entry from the Open Molecules 2025 dataset: 14 unconnected molecules or ions with the total composition C31H90O14 (ωB97M-V with the def2-TZVPD basis set).

Properties
Relative energy (zero: lowest compared OMol25 entry of this formula, charge and spin): 13.9 kcal/mol
Spin multiplicity: 1
Orbital gap: 9.87 eV
HOMO: -9.611 eV
Energy: -62269.431 eV
LUMO: 0.26 eV

XYZ file:
```
135
Properties=species:S:1:pos:R:3:forces:R:3:mulliken_charge:R:1
H 2.114 -3.407 -3.071 0.5 -0.4 -0.5 0.334
H -0.495 1.313 4.987 0.3 -0.3 -0.2 -0.034
C -2.858 -1.540 -3.950 -0.2 0.9 -0.8 0.771
H -3.742 -0.169 1.922 0.1 0.0 0.0 -0.118
O -3.743 -0.451 -3.599 0.0 -0.4 0.1 -0.625
H -5.988 -1.187 0.224 -0.2 -0.4 0.0 0.137
O 6.305 -1.504 1.030 -1.7 -0.4 -0.7 -0.623
C -6.399 -0.784 2.297 -0.3 0.4 -0.1 -1.481
H 1.682 -0.310 4.071 0.0 -0.3 0.0 -0.088
H -2.393 -4.619 -0.613 0.3 0.4 0.4 0.467
C -0.814 2.343 5.082 0.3 0.6 0.3 -0.510
H -0.934 -3.974 0.232 -0.1 0.0 -0.3 0.101
H -2.834 -1.085 -6.040 0.6 0.3 -0.5 0.356
H 3.705 2.523 -4.095 0.4 -0.2 -0.1 0.380
H 5.284 -3.304 -0.836 -0.1 0.1 0.1 0.371
H -4.055 -2.211 -5.616 0.0 -0.3 0.1 0.369
H -0.989 3.995 -2.912 0.6 0.3 -0.2 0.228
H 1.309 -3.163 1.312 0.4 -0.2 0.1 -0.604
O 2.701 2.238 -2.352 0.0 0.1 0.5 -0.071
O 2.723 1.364 4.228 0.4 1.0 0.9 -0.396
C -0.307 0.406 -0.089 0.9 -0.1 -1.0 -0.846
C -3.683 2.928 -1.230 -1.3 -1.1 0.4 -1.455
H -0.354 2.388 -6.705 -0.2 -0.2 0.3 0.370
H -2.414 0.867 6.631 0.1 -0.2 -0.1 0.327
H 5.740 -1.682 -1.335 -0.3 0.0 0.0 0.414
H -0.109 4.405 1.316 -0.1 -0.1 -0.2 0.362
C 1.771 -4.096 1.677 0.6 -0.9 -1.1 -0.392
H -0.531 2.923 4.190 0.1 -0.3 0.3 0.045
H 2.268 3.841 -1.332 -0.2 0.0 0.1 0.401
H -4.167 -2.589 0.951 0.6 -0.3 -0.3 0.351
C 1.362 0.479 -5.618 1.2 -1.8 1.1 -1.596
O -1.215 -0.372 -0.901 -0.3 0.5 0.5 2.406
C -0.125 2.405 -5.631 -0.1 1.0 -0.7 -1.483
H 3.665 4.225 1.293 -0.1 -0.2 0.2 0.329
C -2.296 2.343 5.293 -0.2 -0.7 0.9 0.017
H -1.925 -1.791 3.926 -0.3 0.6 -0.1 -0.014
C 4.889 -1.738 0.610 1.4 0.3 0.7 0.638
H 6.278 -1.452 1.981 0.2 0.1 0.6 0.335
H -2.929 1.172 -3.124 0.2 -0.1 0.0 0.018
H 3.801 2.795 0.277 -0.1 0.0 -0.2 0.156
H -0.544 1.468 -0.076 -0.7 0.1 0.2 0.226
H 4.003 -0.406 6.075 0.4 0.8 0.4 0.431
H 2.618 -3.939 2.337 -0.1 0.5 0.3 0.537
H -1.711 -3.825 5.035 0.3 0.0 -0.1 0.324
H 0.441 -2.200 -1.179 -0.3 -0.3 0.2 -0.538
H 3.805 0.003 -3.128 -0.3 -0.4 -0.2 0.034
C 3.189 3.270 1.046 -0.6 -0.3 -0.4 -1.048
C 2.295 0.167 4.836 0.3 -1.0 -0.7 0.038
H -4.505 2.251 -1.513 0.1 0.2 0.3 0.406
C -0.133 -0.155 1.306 -0.7 0.7 -0.2 1.054
H -2.379 -3.178 2.957 -0.1 -0.2 -0.2 0.326
H -2.358 -2.796 -5.555 0.0 0.2 -0.6 0.343
H -7.137 -1.546 2.572 0.4 -0.1 -0.4 0.386
H 4.018 -2.127 -1.277 -0.3 -0.1 -0.3 -0.016
H -4.505 -0.856 -3.179 -0.2 0.2 0.1 0.262
C -5.454 -1.139 1.179 -0.4 -2.0 0.2 0.700
O -2.516 -2.634 -0.118 -0.1 0.2 0.2 -0.236
H 4.455 -2.553 1.203 0.1 0.3 0.4 0.180
C -1.719 -3.749 -0.504 -0.5 -0.1 -0.5 -0.527
H 2.303 0.949 -5.394 0.3 0.9 0.1 0.245
H 5.261 0.696 -3.891 0.0 -0.3 0.3 0.424
H -4.741 0.875 0.973 -0.4 0.4 -0.1 0.447
O 0.273 1.262 -3.606 0.2 -0.5 -0.2 0.223
O -4.915 -2.464 1.537 -0.7 1.5 -0.4 -0.603
H 4.421 0.364 0.140 -0.4 -0.7 0.1 -0.061
H 1.355 5.324 1.658 0.0 -0.1 0.2 0.415
H -0.979 3.426 -1.234 -0.2 0.4 -0.2 -0.047
H -2.011 -1.794 -0.203 -0.2 -0.5 -0.2 -0.022
H 1.698 -1.518 -2.208 -0.7 -0.1 0.1 -0.172
H 1.516 -0.526 -5.212 -0.2 -0.1 0.0 0.243
H 1.003 -4.667 2.184 -0.1 0.0 0.3 0.414
H 3.116 -1.703 5.586 0.0 -0.2 -0.7 0.368
H -4.030 1.600 4.278 -0.5 -0.2 0.0 0.336
H -3.188 2.528 -0.365 0.2 -0.3 0.6 0.044
C 0.158 1.091 -5.029 -0.9 -0.2 0.4 1.476
H 1.300 0.359 -6.671 -0.3 0.1 -1.1 0.455
H 3.027 -0.795 0.483 0.0 0.6 0.0 -0.213
H 1.620 0.382 5.662 0.1 -0.1 0.4 0.472
O -0.979 -3.494 4.500 -0.2 -0.4 0.0 -0.567
C 3.917 2.168 -3.079 -0.1 -0.6 0.2 -0.467
H 4.223 -0.826 4.394 -0.6 -0.2 0.1 0.188
C 2.268 -5.022 0.511 -0.9 0.7 1.2 -0.402
H -1.127 -0.103 1.747 0.0 -0.3 0.5 -0.192
C -3.019 -1.936 -5.416 -0.4 -0.3 1.3 -1.467
H -3.339 3.379 -3.216 0.3 0.4 -0.2 0.494
H 4.598 2.877 -2.608 0.0 0.1 -0.1 0.433
C -1.580 3.917 -2.016 0.0 -0.4 -0.4 -1.189
H -1.872 -1.154 -3.748 0.6 0.0 -0.1 -0.556
O 1.794 4.360 -0.657 0.2 0.0 0.0 -0.696
C 4.039 -0.472 0.764 0.4 -0.2 -0.4 -0.095
C 1.765 3.563 0.517 -0.3 -0.1 0.4 2.419
H 2.992 1.921 4.984 0.0 0.0 -0.8 0.248
H -1.313 -3.586 -1.517 0.2 -0.1 0.4 0.056
C 3.479 -0.744 5.202 -0.6 -0.1 0.4 -1.208
H -0.613 1.508 -3.229 0.6 -0.2 -0.5 -0.376
H 1.942 1.889 -2.852 0.1 -0.1 -0.1 0.019
H -2.642 0.497 4.272 0.0 -0.3 0.0 -0.368
O 1.527 -3.546 -2.339 -0.3 -0.6 0.6 -0.591
C 4.977 -2.255 -0.795 0.6 0.2 -0.4 -1.230
H -2.697 3.352 5.304 0.0 0.2 0.1 0.449
C 0.945 4.312 1.572 0.5 0.3 -0.5 -1.434
C -2.759 3.049 -2.355 1.0 -0.9 -1.2 0.595
H 4.024 -0.077 1.782 0.0 -0.3 0.1 0.269
H -3.010 -2.374 -3.300 -0.2 -0.6 0.5 0.413
H 0.222 -1.179 1.303 0.1 -0.1 0.0 -1.396
H -4.101 3.891 -0.974 -0.1 0.3 0.0 0.552
H -3.710 -0.284 0.173 -0.2 -0.2 -0.1 -0.237
O 1.122 -5.482 -0.194 0.6 0.5 -0.7 -0.608
H -1.915 4.907 -1.716 0.1 0.0 0.2 0.581
O -2.590 1.810 6.622 -0.2 0.7 -0.7 -0.593
H -0.346 2.750 5.980 0.2 0.2 -0.2 0.396
H 0.210 -2.108 -2.956 -0.5 0.2 0.1 0.133
H 1.042 3.789 2.512 0.0 -0.1 0.4 0.126
H 0.540 0.483 1.904 -0.1 -0.3 -0.3 0.130
H -5.784 -0.585 3.171 -0.1 0.2 0.3 0.269
H 0.634 0.404 -0.626 0.5 -0.1 -0.1 0.150
C -1.556 -2.699 3.474 0.1 0.1 0.4 0.329
H 1.189 2.644 0.290 0.6 0.0 0.1 -1.085
H -1.669 0.202 -1.552 0.4 0.0 0.4 -0.824
H -0.778 -2.439 2.769 0.1 -0.1 -0.1 -0.372
H 3.171 2.563 1.892 0.0 0.5 -0.1 0.048
C -2.957 1.533 4.210 -0.2 0.2 0.1 -0.233
H 1.144 -4.877 -0.949 -0.6 -0.4 -0.4 0.318
H 0.782 2.987 -5.551 0.1 0.6 0.3 0.330
O -2.194 1.721 -2.783 -1.1 1.0 0.8 -0.425
H -0.685 0.444 -5.292 -0.2 -0.3 0.4 -0.152
H 2.946 -4.481 -0.168 0.0 -0.3 0.2 0.225
H 2.749 -5.901 0.947 0.2 0.2 -0.1 0.403
H -2.659 1.921 3.244 0.1 0.0 -0.3 0.169
H -0.938 2.824 -5.049 -0.1 0.6 -0.3 0.199
C -4.372 -0.136 1.027 1.3 0.5 0.5 -0.294
C 0.901 -2.299 -2.145 1.4 1.4 -0.6 0.627
H 5.099 0.565 -2.113 0.1 0.2 0.1 0.398
C 4.569 0.756 -3.041 -0.2 1.2 -0.5 -0.948
H -6.954 0.105 1.981 0.1 0.1 0.4 0.368
```
Positions in Å, forces in eV/Å.

---

[2]
Entry from the Open Molecules 2025 dataset: 2 unconnected molecules or ions with the total composition C4H7NO2 (ωB97M-V with the def2-TZVPD basis set).

Properties
Relative energy (zero: lowest compared OMol25 entry of this formula, charge and spin): 89.6 kcal/mol
Structure (SMILES): O/C=C1/CN1.C=O
Spin multiplicity: 1
Orbital gap: 9.18 eV
HOMO: -8.426 eV
Energy: -9843.393 eV
LUMO: 0.75 eV

XYZ file:
```
14
Properties=species:S:1:pos:R:3:forces:R:3:nbo_charge:R:1
H 1.420 0.265 -1.611 0.0 0.1 0.2 0.121
H 2.585 -0.588 -0.418 0.1 0.1 0.0 0.125
C 2.027 0.323 -0.688 0.0 0.3 0.2 0.309
H -1.972 0.912 -1.233 0.1 0.0 0.1 0.188
H -0.588 -2.351 -0.180 -0.1 0.2 0.1 0.198
O -0.595 2.132 -0.349 0.1 0.0 0.1 -0.692
H -1.876 -1.941 1.061 0.2 0.1 -0.1 0.200
H -0.288 -0.486 2.090 0.1 0.0 -0.1 0.364
C -1.020 -1.599 0.480 -0.2 -0.2 -0.1 -0.259
N 0.001 -0.736 1.143 0.0 0.1 0.1 -0.602
C -0.885 -0.191 0.178 -0.1 0.2 -0.1 -0.013
C -1.180 0.914 -0.490 -0.1 -0.3 0.0 0.104
H 0.299 2.020 0.025 -0.1 0.1 -0.1 0.503
O 2.072 1.324 -0.009 0.1 -0.5 -0.3 -0.546
```
Positions in Å, forces in eV/Å.

---

[3]
Entry from the Open Molecules 2025 dataset: C9H16N4O4 in the gas phase (ωB97M-V with the def2-TZVPD basis set).

Properties
Relative energy (zero: lowest compared OMol25 entry of this formula, charge and spin): 35.4 kcal/mol
Structure (SMILES): CCOC(=O)N1CCN(C(=O)C(=O)NN)CC1
Spin multiplicity: 1
Orbital gap: 9.99 eV
HOMO: -9.231 eV
Energy: -23743.448 eV
LUMO: 0.76 eV

XYZ file:
```
33
Properties=species:S:1:pos:R:3:forces:R:3:nbo_charge:R:1
H -1.905 0.672 -2.082 0.0 0.2 0.0 0.240
H 0.683 2.961 1.254 -0.1 0.1 -0.1 0.255
C -1.325 2.212 0.827 0.0 0.0 0.3 -0.232
O -1.743 -0.402 1.598 0.1 -0.3 0.3 -0.651
C 0.071 2.710 0.388 0.1 0.1 0.3 -0.249
O -1.722 -1.040 -0.570 0.0 0.3 -0.2 -0.529
C 1.554 0.827 0.328 0.0 0.5 0.3 0.592
O 1.918 1.068 1.473 0.0 -0.1 0.0 -0.633
H 4.270 -2.427 0.235 -0.3 0.2 -0.1 0.355
H -1.168 -2.544 0.726 0.0 0.0 -0.2 0.202
H -0.007 3.579 -0.271 0.0 0.0 0.0 0.196
H -3.849 -2.662 -0.747 -0.1 0.0 -0.1 0.208
O 1.995 -0.749 -1.525 0.0 0.0 0.0 -0.642
C 0.106 1.389 -1.630 -0.1 -0.2 -0.5 -0.251
H 2.763 -0.878 1.520 -0.1 -0.1 -0.3 0.427
C -3.220 -2.838 0.122 0.3 0.3 -0.1 -0.635
N -1.749 1.149 -0.063 -0.2 0.0 -0.1 -0.448
H -1.367 -2.965 -1.003 0.0 0.1 0.1 0.189
N 3.250 -2.454 0.256 -0.1 -0.1 -0.2 -0.643
H -3.612 -2.273 0.964 -0.1 0.0 0.1 0.225
N 0.725 1.643 -0.346 0.1 0.0 0.0 -0.397
C 2.100 -0.429 -0.348 0.4 -0.6 -0.1 0.548
N 2.747 -1.179 0.552 0.2 0.1 0.4 -0.417
H -1.839 2.402 -1.688 0.0 -0.1 0.0 0.195
C -1.430 1.417 -1.447 0.0 0.0 -0.2 -0.234
H 2.921 -2.675 -0.686 0.1 0.1 0.2 0.378
C -1.723 -0.129 0.423 -0.2 0.1 0.0 0.892
H 0.421 2.167 -2.335 0.0 -0.1 0.0 0.194
H -2.054 3.027 0.796 0.1 0.0 0.0 0.197
H -1.292 1.795 1.835 0.0 0.1 -0.1 0.251
H -3.238 -3.896 0.367 0.0 -0.1 0.0 0.216
C -1.789 -2.407 -0.165 -0.1 -0.5 0.3 -0.068
H 0.437 0.423 -2.006 -0.1 0.2 0.0 0.269
```
Positions in Å, forces in eV/Å.

---

[4]
Entry from the Open Molecules 2025 dataset: 2 unconnected molecules or ions with the total composition C21H29N3O4S2 (ωB97M-V with the def2-TZVPD basis set).

Properties
Relative energy (zero: lowest compared OMol25 entry of this formula, charge and spin): 84.7 kcal/mol
Spin multiplicity: 1
Orbital gap: 7.02 eV
HOMO: -7.669 eV
Energy: -56576.271 eV
LUMO: -0.65 eV

XYZ file:
```
59
Properties=species:S:1:pos:R:3:forces:R:3:nbo_charge:R:1
H 1.857 0.384 -4.194 0.2 0.0 0.1 0.241
C -2.428 -2.002 2.543 0.0 0.0 -0.1 -0.069
H -6.640 1.285 -0.663 0.1 -0.1 0.1 0.197
H 1.709 -2.189 3.992 0.1 0.1 -0.1 0.288
H 6.314 1.571 -0.915 -0.1 0.1 0.4 0.236
H 3.102 -1.577 -0.295 0.0 0.0 0.3 0.249
H 0.802 -1.694 0.251 0.3 -0.1 0.3 0.247
H -4.083 2.508 -2.949 -0.2 -0.1 0.1 0.211
C -3.699 -2.392 1.835 -0.2 -0.1 -0.2 -0.626
H -5.031 1.014 -3.183 0.0 0.1 -0.1 0.168
C 0.782 1.188 0.523 0.3 0.4 0.0 0.122
H 3.109 -0.874 -3.870 -0.2 0.3 -0.1 0.214
C -4.910 1.911 -2.552 0.2 -0.2 0.2 -0.393
N -4.638 1.540 -1.176 -1.1 0.8 0.2 -0.484
C 2.500 -2.401 3.273 0.5 -0.3 -0.2 -0.770
H 0.964 1.386 1.586 0.1 0.3 -0.5 0.248
H -2.073 -2.817 3.183 -0.2 0.2 0.2 0.179
H 3.495 -2.321 3.722 -0.2 0.0 0.0 0.232
C -2.605 2.610 -0.349 -0.7 -0.7 -0.2 -0.243
C -2.653 0.208 -0.706 -0.2 0.7 -0.2 -0.207
C -0.242 -1.359 2.167 1.0 0.1 -0.4 0.743
C 1.852 1.164 -0.325 0.5 -0.4 -0.4 -0.388
H -5.480 0.591 0.505 0.0 0.1 -0.3 0.208
H -5.797 -0.235 -1.049 -0.1 -0.1 0.1 0.165
S 2.408 -1.149 1.976 0.4 -0.3 -0.1 0.938
O 3.351 1.941 1.342 0.1 -0.4 -1.4 -0.600
N 4.286 1.330 -0.666 -0.1 -0.5 0.2 -0.471
N 2.958 0.679 -2.455 0.2 -0.6 0.1 -0.467
C 2.868 0.198 -3.832 0.2 -0.2 -0.1 -0.415
O -0.188 -1.069 3.366 0.0 -0.1 -0.5 -0.709
C -5.689 0.746 -0.561 0.5 0.0 -0.2 -0.398
H 5.574 2.583 0.393 0.0 -0.4 -0.1 0.231
C 3.178 1.513 0.199 0.1 0.4 1.1 0.674
H -5.841 2.491 -2.593 0.2 0.0 -0.1 0.191
O 0.736 0.180 -2.210 1.6 0.7 0.6 -0.585
O -1.391 -1.776 1.565 0.1 -0.1 0.8 -0.531
H -4.493 -2.541 2.574 0.1 0.0 -0.1 0.215
H -3.182 -0.702 -0.996 0.2 0.3 0.0 0.209
H -3.568 -3.332 1.290 0.0 0.2 0.0 0.209
C -1.304 2.514 0.100 1.0 -0.4 0.3 -0.172
H 3.009 -3.067 0.725 0.1 0.3 -0.2 0.240
C 4.212 0.621 -1.859 -0.2 0.3 0.0 0.306
C 5.600 1.597 -0.088 0.2 0.0 0.0 -0.411
H -4.042 -1.620 1.137 0.2 -0.1 0.1 0.213
H -0.755 3.394 0.440 -0.3 -0.1 -0.1 0.213
H -0.759 -0.758 -0.551 -0.3 0.2 0.2 0.229
C -1.310 0.158 -0.389 0.4 0.1 0.1 -0.130
H 4.398 -1.922 0.910 -0.2 -0.1 -0.2 0.242
H 5.866 0.825 0.650 0.0 0.3 -0.2 0.202
H -2.552 -1.088 3.131 0.0 -0.2 0.0 0.198
H 2.372 -3.379 2.799 -0.1 0.2 0.2 0.227
S 5.503 -0.206 -2.549 -0.8 0.7 0.5 -0.171
C -0.615 1.280 0.082 -1.5 -0.4 -0.5 -0.155
C 1.759 0.643 -1.696 -1.2 0.1 -0.6 0.672
H -3.121 3.568 -0.381 0.1 -0.2 0.0 0.222
C -3.316 1.446 -0.735 1.0 -0.2 0.2 0.171
H 3.624 0.739 -4.415 -0.3 -0.2 0.1 0.220
C 3.331 -2.021 0.678 0.4 0.1 0.5 -0.737
C 0.884 -1.319 1.266 -2.1 -0.2 0.3 -0.837
```
Positions in Å, forces in eV/Å.